[1]
Density functional theory data (wB97M-V/def2-TZVPD) for 3 unconnected molecules or ions with the total composition C17H38INO11P2 at a distorted geometry.

The geometry in XYZ format:
```
70
Properties=species:S:1:pos:R:3:forces:R:3:mulliken_charge:R:1
C 2.717 0.983 0.664 -0.245 -0.263 0.443 -1.302
C 2.736 -0.341 1.489 0.230 1.167 -1.241 -0.249
C 3.803 -1.274 0.894 -0.992 -0.328 0.310 -1.144
I 3.260 -1.594 -1.192 0.360 -0.078 0.202 0.049
C 3.868 -2.686 1.563 0.136 2.047 -0.892 0.005
O 3.501 -2.420 2.937 0.513 0.506 0.019 -0.423
C 4.737 -2.299 3.547 -0.707 -1.232 -0.139 0.629
O 5.132 -1.424 4.242 -0.398 -0.514 0.039 -0.499
O 5.396 -3.411 3.098 1.360 1.067 0.421 -0.506
C 5.352 -3.182 1.641 -0.614 -1.168 2.026 0.348
C 5.739 -4.548 1.098 -0.762 0.272 -1.197 -1.278
C 6.151 -4.611 -0.385 0.517 -0.485 0.502 -0.383
C 7.590 -4.143 -0.672 -0.558 0.352 -0.683 -0.744
C 7.831 -2.620 -0.805 1.004 -0.290 -0.188 -0.389
C 7.929 -2.108 -2.249 -0.894 0.864 0.462 -0.589
N 6.563 -1.833 -2.763 0.457 -0.535 0.086 -0.503
H 2.468 1.813 1.326 0.010 0.037 -0.092 0.396
H 3.693 1.169 0.210 -0.035 0.115 0.018 0.388
H 1.958 0.954 -0.114 0.074 0.044 -0.073 0.312
H 1.738 -0.773 1.442 0.075 -0.220 0.305 0.396
H 2.984 -0.025 2.500 0.088 -0.615 0.169 0.230
H 4.754 -0.744 0.961 0.105 -0.198 -0.380 0.553
H 3.136 -3.301 1.047 0.097 -0.547 0.527 0.762
H 6.041 -2.343 1.536 0.086 -0.217 -0.825 0.424
H 6.489 -4.994 1.749 0.177 0.198 -0.070 0.447
H 4.838 -5.163 1.196 0.062 -0.011 0.186 0.333
H 5.396 -4.138 -1.020 0.138 0.224 0.053 0.269
H 6.113 -5.672 -0.659 -0.049 0.043 0.018 0.345
H 7.878 -4.575 -1.637 0.035 -0.044 0.076 0.352
H 8.281 -4.581 0.051 -0.176 0.039 0.170 0.438
H 8.802 -2.409 -0.343 -0.105 0.062 0.081 0.313
H 7.108 -1.993 -0.279 -0.115 -0.127 -0.010 0.059
H 8.492 -2.777 -2.903 0.127 -0.043 0.180 0.336
H 8.414 -1.129 -2.193 0.369 -0.209 -0.234 0.306
H 6.480 -2.125 -3.728 -0.089 0.062 -0.048 0.219
H 5.932 -2.411 -2.224 -0.326 0.057 -0.230 0.109
C -0.548 3.650 -2.074 -0.019 -0.203 -0.449 -0.667
O -0.907 4.134 -0.779 -0.577 1.771 3.076 -0.437
P -1.715 3.076 0.225 -0.577 -5.798 -4.034 1.123
O -0.769 1.924 0.238 -0.066 0.892 0.479 -0.522
O -2.933 2.909 -0.874 0.082 0.329 0.005 -0.302
C -3.686 4.064 -1.256 -0.129 -0.238 0.082 -0.759
O -2.718 2.658 1.481 1.531 3.146 0.882 -0.444
C -3.529 1.494 1.310 -0.560 -0.309 -0.350 -0.374
H 0.532 3.742 -2.178 -0.016 0.003 0.133 0.262
H -0.840 2.617 -2.234 0.018 -0.021 0.134 0.337
H -1.034 4.278 -2.823 -0.023 0.035 0.089 0.259
H -3.750 4.092 -2.344 0.002 0.003 -0.004 0.246
H -3.226 4.990 -0.908 -0.006 0.012 -0.066 0.461
H -4.690 3.980 -0.836 -0.016 0.063 -0.010 0.180
H -2.971 0.688 0.837 0.102 0.120 -0.021 0.271
H -4.419 1.725 0.726 0.042 -0.036 -0.012 0.066
H -3.842 1.180 2.304 0.150 0.190 0.071 0.267
C -7.072 2.037 -1.703 -0.024 -0.256 -0.519 -0.694
O -7.360 2.755 -0.502 -0.484 2.238 2.677 -0.333
P -8.253 1.959 0.656 -0.918 -6.243 -2.680 1.326
O -7.423 0.738 0.862 -0.059 0.963 0.219 -0.647
O -9.517 1.724 -0.371 0.232 0.416 0.120 -0.360
C -10.163 2.868 -0.944 -0.109 -0.158 0.048 -0.748
O -9.215 1.903 2.007 1.722 3.074 0.036 -0.462
C -10.138 0.821 2.098 -0.559 -0.327 -0.228 -0.576
H -5.990 1.999 -1.823 -0.010 0.010 0.153 0.171
H -7.469 1.026 -1.705 0.005 -0.004 0.193 0.404
H -7.502 2.584 -2.545 -0.026 0.065 0.094 0.297
H -10.260 2.709 -2.017 -0.004 -0.019 0.004 0.242
H -9.598 3.785 -0.777 -0.007 -0.001 -0.051 0.367
H -11.155 2.973 -0.505 0.001 0.021 -0.002 0.273
H -9.686 -0.115 1.773 0.107 0.091 -0.047 0.300
H -11.031 1.028 1.510 0.059 -0.032 -0.042 0.223
H -10.423 0.739 3.146 0.178 0.173 0.028 0.242
```
Positions in Å, forces in eV/Å.

Computed properties:
HOMO (eV): -9.09
SMILES string: CC[C@H](I)[C@@H]1OC(=O)O[C@H]1CCCCCN.COP(=O)(OC)OC.COP(=O)(OC)OC
Charge: 0

---

[2]
Density functional theory data (wB97M-V/def2-TZVPD) for a molecular structure, C30H75InN5Na3O14P at a distorted geometry.

The geometry in XYZ format:
```
129
Properties=species:S:1:pos:R:3:forces:R:3:mulliken_charge:R:1
In -3.161 -0.599 3.582 0.779 -0.008 -0.177 1.064
Na -1.572 2.938 3.250 0.554 -0.021 -0.195 0.923
Na -2.806 -1.681 0.084 -0.118 0.351 -0.603 0.881
Na -4.212 2.562 1.196 -0.268 -0.280 -0.761 0.904
P -1.776 0.970 1.031 -2.555 -0.243 0.795 0.393
O -1.211 0.669 2.445 0.241 -0.221 0.154 -1.186
O -1.995 2.501 0.950 0.627 -0.213 0.235 -1.110
O -3.235 0.336 1.085 0.227 -0.135 0.446 -1.360
O -1.105 0.263 -0.143 0.888 0.206 -0.339 0.918
C 0.359 -7.980 -3.389 0.041 -0.189 -0.067 -0.720
O 0.182 -7.345 -2.134 0.258 -0.285 0.067 -0.383
C -0.057 -5.986 -2.261 -1.468 0.295 -0.212 -0.388
C -0.141 -5.432 -0.845 1.387 -0.993 0.518 -0.696
N -0.764 -4.150 -0.715 0.225 0.681 0.267 0.120
C -0.134 -2.924 -1.197 -1.120 -1.645 -0.045 0.536
C -0.669 -2.527 -2.587 0.499 -0.384 0.199 -0.461
O -2.032 -2.775 -2.676 -0.212 0.622 0.664 -0.212
C -2.508 -2.732 -3.999 -0.285 0.039 -0.832 -0.820
H 1.283 -7.628 -3.860 -0.180 0.166 -0.204 0.298
H -0.525 -7.814 -4.010 0.164 0.094 -0.205 0.305
H 0.470 -9.052 -3.251 -0.080 0.030 0.320 0.284
H -1.044 -5.779 -2.726 0.096 -0.273 -0.058 0.266
H 0.662 -5.500 -2.938 0.347 0.103 0.418 0.293
H 0.884 -5.550 -0.417 -0.064 0.852 -0.156 0.214
H -0.649 -6.134 -0.181 -0.557 -0.091 -0.570 0.549
H -1.142 -4.013 0.209 0.070 -0.272 0.049 0.164
H 0.943 -3.093 -1.278 0.161 0.526 0.212 0.125
H -0.446 -2.191 -0.461 0.668 0.727 -0.004 -0.817
H -0.161 -3.114 -3.363 0.179 0.260 -0.049 0.642
H -0.410 -1.448 -2.672 -0.063 -0.046 -0.462 -0.028
H -2.437 -1.729 -4.438 0.093 0.019 0.129 0.290
H -3.555 -3.025 -4.016 0.003 -0.048 0.218 0.304
H -1.950 -3.423 -4.640 0.015 0.008 0.106 0.331
C -6.762 -0.590 -3.589 0.153 0.625 -0.562 -0.857
O -5.828 -0.230 -2.576 -0.040 -0.395 0.181 -0.317
C -5.246 1.023 -2.788 0.267 0.441 -0.867 -1.036
C -4.010 1.094 -1.919 0.299 -0.883 0.862 0.408
N -3.574 2.417 -1.523 -0.395 0.634 -0.376 0.305
C -3.373 3.316 -2.656 -0.056 0.266 0.101 -0.357
C -3.023 4.770 -2.331 0.350 -0.318 -0.330 -0.812
O -1.641 5.056 -2.239 0.320 -0.320 0.285 -0.441
C -1.008 4.618 -1.055 0.249 0.102 -0.727 -0.075
H -7.264 0.308 -3.967 -0.292 -0.124 0.271 0.359
H -7.479 -1.293 -3.184 -0.003 -0.044 0.067 0.262
H -6.263 -1.005 -4.473 0.122 -0.223 0.226 0.315
H -5.953 1.842 -2.587 0.030 -0.074 0.230 0.459
H -4.945 1.137 -3.841 -0.163 -0.050 0.033 0.485
H -3.190 0.514 -2.389 -0.073 0.191 -0.232 -0.115
H -4.246 0.513 -1.018 0.013 0.299 -0.075 0.100
H -2.760 2.420 -0.917 -0.008 -0.236 0.022 -0.389
H -4.298 3.368 -3.232 -0.049 -0.182 0.012 0.699
H -2.604 2.931 -3.347 0.080 -0.077 -0.066 0.078
H -3.556 5.091 -1.429 -0.063 0.175 -0.102 0.213
H -3.311 5.339 -3.213 -0.362 0.237 0.254 0.400
H 0.043 4.908 -1.138 -0.113 0.273 0.065 0.232
H -0.998 3.524 -0.969 -0.312 0.069 0.250 -0.414
H -1.462 5.093 -0.181 0.029 -0.238 0.164 0.425
C 3.862 5.428 2.286 0.253 -0.509 -0.010 -0.644
O 3.251 4.446 1.446 0.243 -0.108 0.344 -0.378
C 1.865 4.306 1.627 0.590 0.617 -0.279 -1.377
C 1.491 2.825 1.616 -0.662 -0.646 0.060 1.078
N 0.839 2.372 2.847 0.128 -0.689 -0.448 0.340
C 1.716 1.605 3.701 0.621 -0.705 0.469 0.034
C 2.961 2.335 4.258 -0.778 0.600 -0.248 -0.549
O 3.285 1.860 5.528 0.021 -0.257 -0.465 -0.411
C 3.899 0.592 5.504 0.357 -0.738 -0.056 -0.539
H 3.986 5.051 3.311 -0.392 0.065 -0.007 0.225
H 3.276 6.345 2.266 0.215 0.171 0.073 0.327
H 4.880 5.558 1.927 -0.135 0.294 -0.255 0.277
H 1.395 4.852 0.798 -0.303 -0.190 0.091 0.392
H 1.546 4.776 2.562 -0.063 -0.110 0.025 0.541
H 2.375 2.202 1.430 0.207 0.304 -0.092 0.184
H 0.772 2.605 0.816 0.046 0.275 -0.103 -0.352
H 0.167 1.626 2.552 -0.165 0.595 0.314 -0.311
H 2.053 0.702 3.152 0.196 0.178 -0.076 -0.049
H 1.176 1.171 4.550 -0.219 0.434 0.024 0.160
H 2.695 3.389 4.381 0.048 -0.028 0.057 0.195
H 3.770 2.286 3.521 0.254 -0.125 0.274 0.337
H 4.101 0.328 6.538 0.225 0.004 -0.040 0.302
H 4.809 0.575 4.893 0.157 0.336 0.286 0.310
H 3.307 -0.232 5.065 -0.460 0.412 0.118 0.102
C 2.769 2.923 -4.887 0.489 -0.045 -0.427 -0.619
O 1.356 2.903 -4.981 0.302 -0.215 0.688 -0.337
C 0.754 1.802 -4.431 -1.087 -0.033 -1.976 -0.748
C 0.723 1.826 -2.851 0.037 0.912 0.826 0.743
N 0.732 0.584 -2.201 0.515 1.821 2.250 0.795
C 1.880 0.238 -1.370 -0.548 -0.596 -1.492 2.409
C 3.197 0.253 -2.162 0.786 0.453 -0.249 -0.813
O 4.183 -0.498 -1.536 -0.279 0.121 0.304 -0.377
C 4.233 -1.847 -1.949 0.258 -0.283 -0.872 -0.542
H 3.181 1.923 -5.049 -0.007 0.018 0.071 0.303
H 3.121 3.331 -3.929 -0.242 -0.078 0.079 0.250
H 3.155 3.582 -5.662 -0.167 0.046 -0.018 0.314
H 1.100 0.843 -4.836 0.659 0.087 0.431 0.518
H -0.285 1.863 -4.766 -0.080 0.019 0.259 0.356
H -0.175 2.391 -2.593 -0.437 -0.403 -0.187 -0.584
H 1.518 2.519 -2.534 0.507 -0.635 -0.216 0.203
H -0.045 0.539 -1.508 -1.224 -0.870 -0.290 -0.283
H 1.613 -0.728 -0.950 0.393 -0.051 0.072 -1.271
H 1.939 0.977 -0.550 0.036 0.050 0.009 -0.655
H 3.557 1.284 -2.227 0.043 -0.039 0.192 0.284
H 3.082 -0.054 -3.210 -0.404 -0.289 0.138 0.519
H 4.450 -1.907 -3.025 0.113 0.098 0.107 0.367
H 3.292 -2.397 -1.822 0.045 0.133 0.409 0.096
H 5.058 -2.309 -1.418 -0.156 -0.149 0.144 0.287
C -1.439 0.400 6.643 0.791 0.941 -0.936 -0.768
O -1.484 -0.777 5.855 -0.581 0.266 0.381 -0.274
C -0.294 -1.525 5.758 0.314 -0.166 -0.410 0.339
C -0.653 -2.700 4.885 0.104 -0.447 -0.808 -1.269
N -0.775 -2.351 3.442 -0.722 0.029 0.024 0.021
C 0.422 -1.846 2.779 -0.244 0.651 -0.041 1.031
C 1.625 -2.782 2.799 0.009 -0.530 0.504 -0.740
O 2.839 -2.136 2.528 0.102 0.265 -0.202 -0.415
C 2.953 -1.730 1.194 -0.226 0.332 -0.674 -0.157
H -0.952 1.209 6.058 -0.061 -0.145 0.015 0.127
H -0.816 0.339 7.535 -0.390 -0.469 0.253 0.403
H -2.455 0.735 6.827 -0.054 -0.283 0.382 0.280
H 0.085 -1.884 6.718 -0.285 0.131 0.168 0.597
H 0.500 -0.920 5.301 0.012 -0.025 0.099 -0.408
H -1.644 -3.055 5.173 0.077 -0.056 0.236 0.481
H 0.030 -3.545 4.974 0.149 0.147 0.438 0.570
H -1.118 -3.192 2.990 0.121 0.007 -0.102 0.235
H 0.651 -0.884 3.243 0.322 -0.220 0.198 -0.628
H 0.163 -1.509 1.769 -0.107 -0.400 -0.065 -0.408
H 1.465 -3.651 2.138 0.038 0.209 -0.234 0.204
H 1.753 -3.223 3.788 -0.027 0.169 0.078 0.358
H 3.929 -1.303 0.972 0.185 -0.260 0.390 0.374
H 2.239 -0.933 0.923 -0.079 -0.144 0.361 -0.213
H 2.767 -2.567 0.503 0.077 -0.033 0.097 0.300
```
Positions in Å, forces in eV/Å.

Computed properties:
HOMO (eV): -15.27
Relative energy (zero: lowest compared OMol25 entry of this formula, charge and spin) (kJ/mol): 0.0
Charge: +3

---

[3]
Density functional theory data (wB97M-V/def2-TZVPD) for a molecular structure, S2 at a distorted geometry.

The geometry in XYZ format:
```
2
Properties=species:S:1:pos:R:3:forces:R:3:mulliken_charge:R:1
S 0.000 0.000 1.333 0.000 0.000 -5.483 0.000
S 0.000 0.000 -1.333 0.000 0.000 5.483 0.000
```
Positions in Å, forces in eV/Å.

Computed properties:
HOMO (eV): -9.83
Relative energy (zero: lowest compared OMol25 entry of this formula, charge and spin) (kJ/mol): 364.4
Charge: 0

---

no.,gap between HOMO and LUMO (eV)
1,7.56
2,2.08
3,5.46